Entry from OMol25: a 9-piece molecular cluster, C21H60O9 overall (the ωB97M-V functional and the def2-TZVPD basis).

Output
Energy above the lowest of the compared OMol25 structures with the same formula, charge and spin in eV: 4.080
Frontier orbital gap in Ha: 0.3708
Total energy in Ha: -1513.09757
SMILES: CC(C)O.CC(C)O.CC(C)O.CC(C)O.CC(C)O.CC(C)O.CO.CO.CO

```
90
C21H60O9 the ωB97M-V functional and the def2-TZVPD basis
C -20.28 -4.51 -12.27
C -19.94 -5.51 -11.15
C -20.65 -5.17 -9.79
O -20.32 -6.80 -11.53
H -19.72 -3.58 -12.17
H -21.35 -4.38 -12.41
H -20.06 -4.88 -13.28
H -18.86 -5.51 -10.99
H -21.72 -5.04 -9.98
H -20.18 -4.29 -9.37
H -20.49 -6.07 -9.20
H -21.14 -6.76 -12.04
C -12.03 -1.20 -17.60
C -13.56 -1.00 -17.36
C -13.97 -0.33 -16.03
O -13.95 -0.09 -18.37
H -11.82 -1.61 -18.59
H -11.74 -1.95 -16.86
H -11.53 -0.24 -17.52
H -14.12 -1.93 -17.46
H -13.78 -1.03 -15.22
H -15.03 -0.12 -16.06
H -13.45 0.62 -15.92
H -13.37 0.67 -18.38
C -6.15 -0.82 -13.94
C -7.28 -0.45 -13.05
C -7.62 -1.44 -11.96
O -7.14 0.81 -12.45
H -6.06 -0.12 -14.77
H -6.28 -1.85 -14.27
H -5.20 -0.81 -13.40
H -8.13 -0.40 -13.73
H -8.20 -0.94 -11.19
H -6.71 -1.74 -11.46
H -8.15 -2.33 -12.33
H -6.77 1.39 -13.11
C -13.73 -8.98 -14.29
C -14.03 -10.30 -13.62
C -12.73 -10.93 -13.00
O -14.93 -10.06 -12.48
H -14.61 -8.42 -14.60
H -13.11 -9.14 -15.18
H -13.14 -8.34 -13.64
H -14.63 -10.98 -14.22
H -12.86 -11.87 -12.46
H -12.30 -10.27 -12.25
H -12.15 -11.11 -13.90
H -14.48 -9.45 -11.89
C -10.83 -1.20 -1.56
C -12.03 -1.92 -2.05
C -12.30 -1.68 -3.52
O -11.66 -3.32 -1.97
H -10.72 -1.24 -0.48
H -10.87 -0.14 -1.81
H -9.85 -1.45 -1.98
H -12.88 -1.79 -1.39
H -11.62 -2.27 -4.14
H -12.25 -0.62 -3.73
H -13.25 -2.13 -3.81
H -11.65 -3.54 -1.04
C -9.32 -8.59 -7.02
C -9.16 -7.65 -5.79
C -8.07 -6.68 -6.04
O -10.34 -6.95 -5.65
H -9.42 -7.95 -7.90
H -10.09 -9.36 -6.90
H -8.34 -9.05 -7.10
H -8.85 -8.24 -4.93
H -8.04 -6.22 -7.02
H -7.10 -7.11 -5.78
H -8.13 -5.79 -5.41
H -10.33 -6.49 -4.81
C -18.24 1.16 -6.21
O -18.39 2.03 -7.40
H -19.24 0.96 -5.81
H -17.73 0.22 -6.43
H -17.69 1.69 -5.44
H -18.93 2.79 -7.18
C -13.72 -4.21 -9.43
O -13.58 -5.61 -9.28
H -14.19 -3.96 -10.39
H -14.36 -3.77 -8.67
H -12.76 -3.70 -9.36
H -12.95 -5.67 -8.56
C -16.85 -8.53 -5.53
O -18.12 -9.12 -5.34
H -16.22 -9.23 -6.08
H -16.87 -7.55 -6.01
H -16.29 -8.32 -4.62
H -18.17 -9.39 -4.42
```